1.
C2H3N in the gas phase. Source: the Open Molecules 2025 dataset; level of theory: ωB97M-V/def2-TZVPD.

Each line ends with the natural charge from an NBO analysis.
Element x y z (Å)
1 C -0.1835 0.4386 -0.1365  -0.721
2 C 0.3612 -0.8266 0.3174  0.283
3 N 0.8294 -1.8276 0.6248  -0.326
4 H 0.4528 0.7961 -0.9443  0.255
5 H -0.2635 1.2192 0.6144  0.255
6 H -1.1964 0.2002 -0.4757  0.254

**DFT total energy**: -3612.3039 eV
**Highest occupied orbital energy**: -11.81 eV
**Frontier orbital gap**: 0.4635 Ha
**SMILES**: CC#N


2.
3 unconnected molecules or ions with the total composition C28H28BF4N3O12. Source: the Open Molecules 2025 dataset; level of theory: ωB97M-V/def2-TZVPD.

Each line ends with the Löwdin charge.
Element x y z (Å)
1 C 3.9547 4.2126 -0.9899  -0.078
2 C 4.5839 3.7368 0.3048  -0.249
3 N 4.6785 2.2638 0.3799  -0.015
4 C 3.3976 1.6206 0.2199  -0.237
5 C 2.4828 1.7125 1.2969  -0.011
6 C 1.2608 1.1343 1.2378  -0.006
7 C 0.8839 0.4287 0.0830  -0.187
8 N -0.3572 -0.1297 0.0299  0.245
9 C -0.6686 -0.7724 -1.0480  -0.274
10 O -1.8986 -1.3480 -1.1039  -0.011
11 C -2.9192 -0.6456 -1.8069  -0.134
12 C -3.0096 0.8371 -1.5076  -0.394
13 C -3.3017 1.1483 -0.0359  -0.029
14 O -4.1077 1.2381 -2.3516  -0.045
15 C 0.2689 -0.9367 -2.1175  -0.075
16 C -0.0347 -1.7337 -3.3837  -0.381
17 F 1.1362 -2.2276 -3.8541  0.118
18 F -0.8401 -2.8028 -3.1459  0.114
19 C -0.6702 -0.8742 -4.5221  -0.271
20 F -0.8438 0.4074 -4.0711  0.066
21 F 0.1429 -0.8152 -5.5923  0.101
22 N 1.4483 -0.4054 -2.0798  0.248
23 C 1.7998 0.3217 -0.9856  -0.137
24 C 3.0843 0.9319 -0.9265  0.041
25 B 4.1171 0.8090 -2.1378  -0.620
26 O 5.4556 0.9581 -1.9522  0.190
27 O 3.6899 0.5589 -3.4205  0.015
28 C 3.5600 1.6712 -4.2955  -0.056
29 H 4.4294 3.7408 -1.8490  0.070
30 H 2.8786 4.0467 -1.0150  0.079
31 H 4.1104 5.2883 -1.0769  0.077
32 H 4.0571 4.1603 1.1673  0.107
33 H 5.6054 4.1171 0.3417  0.113
34 H 4.9508 2.0477 1.3342  0.119
35 H 2.7704 2.2452 2.1949  0.118
36 H 0.5594 1.2107 2.0569  0.120
37 H -2.8500 -0.7940 -2.8868  0.113
38 H -3.8596 -1.0961 -1.4916  0.145
39 H -2.1356 1.3883 -1.8642  0.136
40 H -2.5199 1.7770 0.3833  0.075
41 H -3.3447 0.2292 0.5456  0.084
42 H -4.2534 1.6674 0.0299  0.061
43 H -4.1698 2.1965 -2.3062  0.092
44 H -1.6521 -1.2518 -4.8092  0.162
45 H 5.7034 0.8888 -1.0230  0.092
46 H 4.4284 1.7455 -4.9507  0.092
47 H 3.4213 2.6086 -3.7525  0.080
48 H 2.6789 1.5135 -4.9180  0.087
49 O 3.5397 -1.6623 0.6632  0.109
50 C 3.4324 -2.8717 0.7670  -0.295
51 C 3.9989 -3.8306 -0.1541  0.081
52 C 3.7959 -5.1380 0.0654  -0.233
53 O 4.2693 -6.0968 -0.7120  0.122
54 C 2.9915 -5.6432 1.2420  -0.312
55 O 2.8575 -6.8490 1.3367  0.106
56 C 2.4384 -4.6800 2.1721  0.075
57 C 2.6429 -3.3742 1.9525  -0.231
58 O 2.1798 -2.4109 2.7340  0.117
59 H 4.5687 -3.4598 -0.9946  0.139
60 H 3.9654 -6.9395 -0.3203  0.121
61 H 1.8737 -5.0498 3.0159  0.136
62 H 2.4666 -1.5689 2.3255  0.108
63 O -5.3485 2.1252 2.2721  0.092
64 C -5.9073 1.5146 3.1654  -0.306
65 C -5.4436 1.4605 4.5353  0.074
66 C -6.1363 0.7418 5.4300  -0.236
67 O -5.7987 0.6286 6.7040  0.119
68 C -7.3875 -0.0193 5.0570  -0.313
69 O -7.9284 -0.6518 5.9451  0.106
70 C -7.8612 0.0501 3.6906  0.074
71 C -7.1698 0.7705 2.7965  -0.233
72 O -7.5185 0.8949 1.5260  0.120
73 H -4.5469 2.0058 4.7930  0.135
74 H -6.4725 0.0493 7.1122  0.121
75 H -8.7636 -0.4866 3.4350  0.136
76 H -6.8398 1.4614 1.1098  0.117

**DFT total energy**: -70077.7861 eV
**Highest occupied orbital energy**: -9.13 eV
**Frontier orbital gap**: 0.2790 Ha
**SMILES**: CCNc1ccc2nc(OC[C@H](C)O)c(C(F)(F)C(F)F)nc2c1B(O)OC.O=C1C=C(O)C(=O)C=C1O.O=C1C=C(O)C(=O)C=C1O


3.
9 unconnected molecules or ions with the total composition C39H73N3O23 in a non-equilibrium geometry. Source: the Open Molecules 2025 dataset; level of theory: ωB97M-V/def2-TZVPD.

Each line ends with the Löwdin charge.
Element x y z (Å)
1 C 44.5764 -32.5547 3.0204  -0.018
2 C 43.4882 -32.5126 1.8830  -0.505
3 C 42.0896 -32.2660 2.3808  -0.021
4 C 43.8656 -31.2573 1.0763  -0.176
5 C 43.2403 -30.9975 -0.2753  -0.193
6 C 43.3779 -32.2410 -1.1187  -0.125
7 C 42.9704 -33.6141 -0.4254  -0.492
8 C 41.4726 -33.8244 -0.3467  -0.034
9 C 43.5436 -34.6567 -1.3047  -0.066
10 N 43.5764 -33.6118 0.9435  -0.131
11 O 43.6585 -34.8920 1.4174  -0.008
12 H 45.6527 -32.5524 2.8484  0.080
13 H 44.2799 -31.8875 3.8297  0.081
14 H 44.5191 -33.5757 3.3978  0.068
15 H 41.7603 -33.2923 2.5437  0.092
16 H 42.3031 -31.8061 3.3457  0.080
17 H 41.4906 -31.7200 1.6520  0.078
18 H 43.7302 -30.2961 1.5722  0.120
19 H 44.9449 -31.1297 1.1605  0.108
20 H 42.2647 -30.5144 -0.2194  0.109
21 H 43.8065 -30.1924 -0.7436  0.113
22 H 44.4395 -32.3907 -1.3153  0.114
23 H 42.9191 -32.0383 -2.0864  0.117
24 H 41.4310 -34.6974 0.3046  0.083
25 H 40.9317 -34.1460 -1.2366  0.084
26 H 40.8544 -33.0334 0.0779  0.072
27 H 44.6290 -34.7337 -1.2407  0.082
28 H 43.4259 -34.4233 -2.3629  0.095
29 H 43.3401 -35.6761 -0.9768  0.089
30 H 44.5920 -35.1022 1.4944  0.105
31 C 39.6207 -25.4023 5.8625  -0.091
32 O 40.3187 -24.1239 5.6397  -0.220
33 C 40.6911 -24.0027 4.1795  -0.168
34 C 41.0628 -22.5296 3.8052  -0.217
35 N 42.0577 -22.1720 4.7898  -0.062
36 C 41.9934 -20.7103 5.0805  -0.162
37 C 41.3847 -20.3391 6.5156  -0.131
38 O 42.0911 -21.1668 7.5460  -0.224
39 C 41.7303 -20.9881 8.8956  -0.134
40 H 40.0285 -26.2750 5.3525  0.076
41 H 38.6729 -25.2939 5.3352  0.076
42 H 39.4273 -25.6233 6.9122  0.082
43 H 39.8648 -24.2580 3.5160  0.108
44 H 41.5018 -24.7008 3.9709  0.114
45 H 40.1335 -22.0268 4.0732  0.108
46 H 41.3104 -22.3502 2.7590  0.121
47 H 41.7838 -22.6829 5.6169  0.070
48 H 41.4111 -20.1708 4.3336  0.101
49 H 42.9582 -20.2079 5.0102  0.100
50 H 40.3220 -20.5093 6.6884  0.106
51 H 41.4603 -19.2780 6.7535  0.105
52 H 40.6582 -21.1445 9.0148  0.077
53 H 41.8845 -19.9447 9.1704  0.079
54 H 42.2037 -21.6324 9.6366  0.084
55 C 36.0403 -29.8289 0.6094  -0.065
56 O 36.6680 -29.9137 -0.7715  -0.187
57 C 37.2830 -28.6561 -0.9959  -0.255
58 C 37.5216 -28.6240 -2.5631  -0.157
59 N 38.3133 -27.3677 -2.7412  -0.095
60 C 37.8430 -26.5585 -3.8377  -0.212
61 C 38.5827 -25.2195 -3.8229  -0.229
62 O 37.9349 -24.4671 -4.8265  -0.205
63 C 38.4298 -23.1400 -4.9368  -0.111
64 H 35.3597 -28.9787 0.5641  0.082
65 H 36.7004 -29.7617 1.4742  0.072
66 H 35.6036 -30.7481 0.9998  0.072
67 H 38.0639 -28.3572 -0.2966  0.114
68 H 36.6481 -27.7751 -0.9021  0.102
69 H 36.5657 -28.5049 -3.0732  0.114
70 H 38.0686 -29.5116 -2.8811  0.112
71 H 39.2236 -27.7198 -3.0009  0.104
72 H 36.8394 -26.2865 -3.5107  0.126
73 H 37.9033 -27.0591 -4.8041  0.129
74 H 39.6134 -25.1396 -4.1684  0.121
75 H 38.5348 -24.7866 -2.8237  0.119
76 H 39.3360 -23.1476 -5.5426  0.080
77 H 38.8137 -22.7377 -3.9993  0.081
78 H 37.7165 -22.4846 -5.4365  0.087
79 O 49.5965 -35.4822 -6.2465  0.056
80 C 49.2054 -36.6681 -5.9533  -0.561
81 O 50.1088 -37.6424 -5.7796  0.080
82 C 49.4074 -38.8336 -5.6923  -0.157
83 C 47.8889 -38.4979 -5.8528  -0.011
84 O 47.9676 -36.9929 -5.7364  0.088
85 H 49.7254 -39.5054 -6.4895  0.122
86 H 49.7534 -39.4465 -4.8600  0.130
87 H 47.3114 -38.9378 -5.0397  0.128
88 H 47.6064 -38.8788 -6.8342  0.125
89 O 48.1872 -39.0184 -0.5215  0.099
90 C 48.6582 -37.9867 0.0150  -0.461
91 O 47.9128 -37.2073 0.8381  0.042
92 C 48.4270 -35.8760 0.9344  -0.112
93 C 49.9231 -36.0230 0.4810  -0.091
94 O 49.8091 -37.2655 -0.2444  0.023
95 H 48.1043 -34.9868 0.3928  0.126
96 H 48.3898 -35.6640 2.0030  0.124
97 H 50.6089 -36.0257 1.3282  0.122
98 H 50.3137 -35.3114 -0.2464  0.128
99 O 45.3072 -29.1871 11.0251  0.126
100 C 44.8766 -28.3896 10.1983  -0.611
101 O 45.2623 -27.1526 10.1276  0.107
102 C 44.5252 -26.5003 9.1401  -0.130
103 C 43.7357 -27.5834 8.4675  -0.139
104 O 43.8917 -28.6043 9.3743  0.099
105 H 43.8234 -25.8442 9.6549  0.134
106 H 45.1157 -25.8953 8.4520  0.140
107 H 44.1165 -27.9563 7.5167  0.139
108 H 42.7355 -27.1576 8.3877  0.135
109 O 43.8469 -27.5656 -7.4395  0.145
110 C 43.9786 -28.7697 -7.4665  -0.550
111 O 43.5488 -29.5777 -8.4029  0.106
112 C 43.9819 -30.8724 -7.9428  -0.158
113 C 45.1560 -30.8035 -7.0676  -0.114
114 O 44.7679 -29.4964 -6.5664  0.023
115 H 43.1587 -31.1934 -7.3045  0.137
116 H 44.1605 -31.6421 -8.6937  0.138
117 H 46.1195 -30.7445 -7.5739  0.133
118 H 45.1907 -31.6763 -6.4157  0.139
119 O 36.1730 -31.3736 -7.3332  0.087
120 C 35.8924 -32.4363 -6.6862  -0.456
121 O 36.8433 -33.3354 -6.2668  0.054
122 C 36.1823 -34.5726 -6.2490  -0.141
123 C 34.7685 -34.1665 -5.7581  -0.113
124 O 34.6829 -32.8604 -6.2540  0.047
125 H 36.1789 -35.1875 -7.1490  0.129
126 H 36.7122 -35.2633 -5.5930  0.127
127 H 34.6769 -34.0414 -4.6792  0.132
128 H 33.9033 -34.6963 -6.1566  0.134
129 O 34.4989 -37.2681 5.2415  0.107
130 C 35.0546 -37.4312 4.1350  -0.553
131 O 34.5879 -38.1283 3.0365  0.038
132 C 35.4928 -38.2483 1.9945  -0.134
133 C 36.4356 -37.1447 2.4413  -0.103
134 O 36.0422 -36.7481 3.7525  0.116
135 H 35.9801 -39.2228 1.9645  0.134
136 H 34.9474 -37.9403 1.1024  0.136
137 H 36.5373 -36.3029 1.7563  0.131
138 H 37.4643 -37.5028 2.4824  0.128

**DFT total energy**: -93176.4807 eV
**Highest occupied orbital energy**: -8.22 eV
**Frontier orbital gap**: 0.2996 Ha
**SMILES**: CC1(C)CCCC(C)(C)N1O.COCCNCCOC.COCCNCCOC.O=C1OCCO1.O=C1OCCO1.O=C1OCCO1.O=C1OCCO1.O=C1OCCO1.O=C1OCCO1


4.
A gas-phase ion, C3H10N3Si (charge +1) in a non-equilibrium geometry. Source: the Open Molecules 2025 dataset; level of theory: ωB97M-V/def2-TZVPD.

Each line ends with the natural charge from an NBO analysis.
Element x y z (Å)
1 C -0.6839 1.3174 -1.3634  -1.143
2 Si -0.5925 0.1294 0.1627  1.729
3 C -0.8524 0.9739 1.8943  -1.078
4 C -0.9536 -1.7383 -0.0662  -1.163
5 N 1.5630 0.0575 0.2278  -0.220
6 N 2.4639 -0.4478 -0.2828  0.359
7 N 3.4532 -0.9840 -0.6222  -0.362
8 H -1.3417 0.8946 -2.2107  0.280
9 H -1.1705 2.2938 -0.9624  0.275
10 H 0.1968 1.7198 -1.7776  0.269
11 H -0.0934 1.7716 2.0818  0.273
12 H -1.7446 1.4149 1.9622  0.252
13 H -0.7594 0.3297 2.7209  0.263
14 H -0.8471 -2.3063 0.8076  0.271
15 H -2.0083 -1.9460 -0.2058  0.283
16 H -0.3778 -2.3760 -0.8056  0.279
17 H 3.7483 -1.1043 -1.5606  0.431

**DFT total energy**: -15612.0966 eV
**Highest occupied orbital energy**: -15.41 eV
**Frontier orbital gap**: 0.4063 Ha
**Total charge**: +1
**SMILES**: C[Si](C)(C)N=[N+]=N